61
Properties=species:S:1:pos:R:3 method="wB97M-V/def2-TZVPD" total_energy_ev=-42003.77405 de_lowest_kcal_mol=46.6 homo_ev=-8.0 fmax_ev_per_a=1.30 gap_ev=8.30 charge=0
O 1.38 3.10 0.29
O 2.87 -1.31 -0.47
O 4.00 2.53 1.46
O -1.92 0.68 -2.34
N -0.04 -1.94 -0.63
N -1.31 -1.97 -0.25
N 2.38 -0.29 1.50
N 3.92 1.27 -0.44
N 1.55 0.11 2.46
C -4.05 -3.84 -2.78
C -3.25 -3.42 -0.55
C -0.34 1.93 -0.97
C 0.98 2.33 -0.76
C 3.42 2.29 -1.35
C -2.86 -1.15 1.56
C -1.52 -1.32 0.93
C -3.03 -3.06 -3.30
C 3.92 1.46 0.90
C 0.46 3.49 1.27
C 0.34 0.75 -2.95
C -0.66 1.13 -2.06
C -2.12 -2.45 -2.45
C 3.77 0.12 1.67
C 0.28 -0.13 2.43
C -2.99 1.14 -1.56
C 2.03 -1.00 0.37
C -0.53 0.35 3.59
C -4.15 -4.03 -1.41
C 1.64 1.15 -2.74
C -0.27 -0.86 1.33
C -2.25 -2.61 -1.08
C 1.98 1.95 -1.66
C 0.61 -1.29 0.31
C 4.14 0.28 3.13
H 3.50 3.25 -0.85
H 0.08 0.13 -3.79
H -4.93 -4.65 -1.00
H -2.93 -2.93 -4.36
H 4.03 2.28 -2.26
H 0.00 2.62 1.75
H -3.88 0.67 -1.97
H 3.87 -0.62 3.69
H -1.10 2.23 -0.27
H -3.31 -3.59 0.51
H -2.92 -0.18 2.06
H -3.09 2.23 -1.61
H -1.29 1.06 3.27
H -1.32 -1.84 -2.83
H 5.20 0.45 3.22
H -3.03 -1.92 2.32
H -4.75 -4.32 -3.44
H 4.38 -0.65 1.18
H -1.04 -0.49 4.07
H 0.12 0.83 4.31
H -0.32 4.13 0.85
H -2.88 0.84 -0.51
H 3.79 0.32 -0.77
H 1.04 4.04 2.00
H -3.65 -1.22 0.82
H 3.61 1.13 3.55
H 2.42 0.84 -3.42

---

61
Properties=species:S:1:pos:R:3 method="wB97M-V/def2-TZVPD" total_energy_ev=-42003.23531 de_lowest_kcal_mol=59.0 homo_ev=-8.7 fmax_ev_per_a=1.33 gap_ev=9.22 charge=0
O -0.96 0.92 -3.19
O -2.68 -2.28 -1.45
O -0.98 -4.17 0.75
O 1.58 -1.69 -0.66
N -0.24 -0.47 -0.05
N 1.47 2.36 3.07
N -0.54 -2.93 -1.82
N 1.27 1.12 3.02
N 1.69 0.61 1.85
C -0.37 -4.85 -0.32
C -2.24 -0.33 3.05
C 2.06 2.76 1.90
C -0.80 2.43 0.08
C 0.99 0.65 -4.21
C -2.36 -4.42 0.91
C 2.21 1.61 1.09
C -2.47 1.03 3.17
C -1.49 -2.03 -1.53
C -1.00 0.07 1.03
C -0.79 -4.34 -1.71
C 1.60 -0.78 1.54
C 0.96 -1.03 0.17
C -1.96 2.98 -0.74
C 2.77 1.67 -0.18
C -0.20 1.31 -4.22
C -0.27 -0.02 -2.50
C 0.95 -0.22 -3.09
C -1.50 -0.81 1.98
C -1.99 1.90 2.21
C -0.98 -0.59 -1.31
C 3.03 4.05 0.18
C -1.26 1.44 1.11
C 3.17 2.91 -0.62
C 2.48 4.01 1.44
H -2.95 -3.89 0.16
H -2.63 -4.06 1.90
H 1.02 -1.26 2.33
H -0.30 3.26 0.59
H -1.60 3.73 -1.45
H -0.60 2.05 -4.88
H -2.56 -5.50 0.85
H 2.37 4.89 2.05
H -0.57 -5.93 -0.25
H -2.70 3.45 -0.09
H -0.07 1.97 -0.59
H 3.37 5.00 -0.22
H -2.46 2.20 -1.30
H -2.18 2.96 2.30
H 3.61 3.01 -1.60
H -0.23 -4.88 -2.47
H 0.43 -2.63 -1.70
H -3.03 1.41 4.01
H -1.89 0.01 -1.18
H -1.31 -1.86 1.86
H -1.86 -4.50 -1.86
H 1.72 -0.89 -2.78
H 0.70 -4.68 -0.18
H 1.80 0.76 -4.91
H 2.88 0.78 -0.79
H -2.62 -1.02 3.79
H 2.60 -1.23 1.50

---

59
Properties=species:S:1:pos:R:3 method="wB97M-V/def2-TZVPD" total_energy_ev=-37858.88905 homo_ev="-16.5 / -16.5" fmax_ev_per_a=1.28 gap_ev="7.94 / 5.38" charge=+3 multiplicity=5
Ru -1.03 0.44 0.00
N -2.07 1.15 2.15
N -1.79 4.52 0.60
N 0.86 -4.45 -0.82
N 1.44 0.56 3.29
N -1.09 2.53 -0.02
N 0.48 0.35 1.33
C 3.83 0.06 2.56
C 1.84 0.10 1.15
C -3.27 -1.61 -2.02
C 0.47 4.40 -2.83
C 4.55 -0.24 1.42
C -3.05 -2.98 -2.09
C -1.05 4.73 -0.56
C 0.02 5.67 -2.44
C 1.70 -3.99 -1.88
C 0.29 0.62 2.61
C 3.94 -0.35 0.16
C -1.03 -2.82 -0.75
C 2.46 0.23 2.40
C 2.57 -0.19 0.01
C 0.63 -5.85 -0.64
C -1.05 0.99 3.20
C -1.96 -3.57 -1.46
C 0.17 3.27 -2.09
C -0.75 5.86 -1.31
C -2.56 2.53 1.96
C -1.79 3.21 0.88
C -1.25 -1.45 -0.65
C 0.16 -3.47 -0.02
C -0.61 3.46 -0.95
C -2.35 -0.88 -1.29
H 1.08 4.31 -3.72
H 4.31 0.16 3.53
H 0.86 -2.67 0.25
H -4.12 -1.15 -2.51
H 4.55 -0.55 -0.70
H 1.53 -6.42 -0.87
H 0.52 2.28 -2.36
H -2.86 0.55 2.36
H -3.61 2.49 1.65
H 1.10 -3.57 -2.69
H -1.85 -4.64 -1.53
H -1.09 6.85 -1.02
H -0.93 1.91 3.77
H 5.62 -0.37 1.50
H 2.36 -3.20 -1.53
H -3.75 -3.60 -2.64
H -2.46 0.26 -1.21
H -0.14 -6.21 -1.34
H -2.52 3.10 2.89
H -1.35 0.21 3.90
H 2.09 -0.24 -0.96
H 0.26 6.52 -3.06
H -0.21 -3.94 0.89
H -2.24 5.24 1.14
H 2.29 -4.81 -2.29
H 0.29 -6.07 0.37
H 1.55 0.72 4.28

---

60
Properties=species:S:1:pos:R:3 method="wB97M-V/def2-TZVPD" total_energy_ev=-42184.24420 de_lowest_kcal_mol=60.4 homo_ev=-8.3 fmax_ev_per_a=0.77 gap_ev=8.22 charge=0
O 0.22 -3.43 1.34
O 3.75 3.83 1.95
O -6.99 1.16 -0.57
O -0.84 1.66 -1.46
O -2.25 -1.97 0.61
O 5.34 -1.55 -0.45
O 4.73 2.65 -0.23
N 1.20 -1.65 0.30
C 6.70 -1.67 -0.13
C 3.52 2.19 0.23
C -1.12 -1.58 0.40
C -8.99 -1.33 1.03
C 2.78 1.18 -0.35
C 3.21 -2.57 -0.82
C -3.54 0.51 0.53
C -4.96 1.31 -1.70
C 3.04 2.83 1.38
C 2.57 -2.05 0.48
C -7.88 -0.70 0.72
C -2.86 0.77 -0.66
C 1.12 1.38 1.37
C 1.84 2.42 1.94
C -5.64 1.01 -0.52
C 4.70 -2.80 -0.63
C 5.33 1.96 -1.31
C 0.15 -2.37 0.75
C -0.66 -0.36 -0.24
C -4.91 0.63 0.61
C -3.59 1.19 -1.77
C 1.58 0.76 0.22
C 0.85 -0.42 -0.38
C -7.78 0.79 0.54
C -1.40 0.65 -0.76
H 3.15 -1.21 0.85
H 7.09 -0.66 0.01
H 0.12 1.59 -1.44
H -6.95 -1.24 0.57
H 1.13 -0.51 -1.45
H -3.07 1.42 -2.69
H 0.20 1.05 1.82
H 5.13 -3.30 -1.51
H -2.99 0.23 1.42
H 3.07 -1.84 -1.62
H 3.14 0.68 -1.24
H 7.25 -2.16 -0.95
H -9.02 -2.40 1.16
H 6.32 2.40 -1.42
H -7.40 1.26 1.46
H -5.39 0.42 1.55
H 2.56 -2.85 1.23
H 4.55 3.96 1.44
H -5.53 1.62 -2.56
H 5.41 0.89 -1.10
H 6.84 -2.25 0.79
H 4.88 -3.43 0.25
H 1.49 2.91 2.83
H 2.73 -3.51 -1.11
H -9.92 -0.81 1.17
H -8.77 1.21 0.33
H 4.76 2.12 -2.23

---

Among the records above, which one has the highest charge? C25H27N6Ru

---

Please write out number 4 again, unchanged.
60
Properties=species:S:1:pos:R:3 method="wB97M-V/def2-TZVPD" total_energy_ev=-42184.24420 de_lowest_kcal_mol=60.4 homo_ev=-8.3 fmax_ev_per_a=0.77 gap_ev=8.22 charge=0
O 0.22 -3.43 1.34
O 3.75 3.83 1.95
O -6.99 1.16 -0.57
O -0.84 1.66 -1.46
O -2.25 -1.97 0.61
O 5.34 -1.55 -0.45
O 4.73 2.65 -0.23
N 1.20 -1.65 0.30
C 6.70 -1.67 -0.13
C 3.52 2.19 0.23
C -1.12 -1.58 0.40
C -8.99 -1.33 1.03
C 2.78 1.18 -0.35
C 3.21 -2.57 -0.82
C -3.54 0.51 0.53
C -4.96 1.31 -1.70
C 3.04 2.83 1.38
C 2.57 -2.05 0.48
C -7.88 -0.70 0.72
C -2.86 0.77 -0.66
C 1.12 1.38 1.37
C 1.84 2.42 1.94
C -5.64 1.01 -0.52
C 4.70 -2.80 -0.63
C 5.33 1.96 -1.31
C 0.15 -2.37 0.75
C -0.66 -0.36 -0.24
C -4.91 0.63 0.61
C -3.59 1.19 -1.77
C 1.58 0.76 0.22
C 0.85 -0.42 -0.38
C -7.78 0.79 0.54
C -1.40 0.65 -0.76
H 3.15 -1.21 0.85
H 7.09 -0.66 0.01
H 0.12 1.59 -1.44
H -6.95 -1.24 0.57
H 1.13 -0.51 -1.45
H -3.07 1.42 -2.69
H 0.20 1.05 1.82
H 5.13 -3.30 -1.51
H -2.99 0.23 1.42
H 3.07 -1.84 -1.62
H 3.14 0.68 -1.24
H 7.25 -2.16 -0.95
H -9.02 -2.40 1.16
H 6.32 2.40 -1.42
H -7.40 1.26 1.46
H -5.39 0.42 1.55
H 2.56 -2.85 1.23
H 4.55 3.96 1.44
H -5.53 1.62 -2.56
H 5.41 0.89 -1.10
H 6.84 -2.25 0.79
H 4.88 -3.43 0.25
H 1.49 2.91 2.83
H 2.73 -3.51 -1.11
H -9.92 -0.81 1.17
H -8.77 1.21 0.33
H 4.76 2.12 -2.23